{"formula": "C3H3N3O2", "method": "wB97M-V/def2-TZVPD", "species": ["C", "C", "C", "H", "H", "H", "N", "N", "N", "O", "O"], "positions_angstrom": [[-1.194, -0.879, 0.272], [0.121, -0.235, 0.386], [2.063, 0.050, 0.786], [-2.668, 0.837, -1.593], [-1.315, -1.711, 0.929], [3.078, -0.019, 1.137], [-2.156, -0.473, -0.438], [0.985, -0.695, 1.235], [1.923, 0.819, -0.182], [-1.845, 0.517, -1.260], [0.558, 0.698, -0.419]], "forces_ev_per_a": [[0.6, 1.2, 0.2], [-1.1, -1.3, 0.4], [2.5, -2.2, 2.9], [-1.0, 0.2, -0.5], [-0.4, -0.3, 0.2], [0.0, -0.4, 0.6], [-1.1, -1.7, 0.5], [1.0, 0.9, -0.8], [-1.2, 1.9, -1.6], [1.2, 1.3, -0.4], [-0.6, 0.4, -1.6]], "mol_weight_g_mol": 113.08, "total_charge": 0, "homo_energy_ha": -0.372, "total_energy_ev": -11721.403, "orbital_gap_ev": 10.319, "lumo_ev": 0.19}